No. 1
# C24H40N2O6PdS2SbSi

A structure of composition C24H40N2O6PdS2SbSi (the ωB97M-V functional and the def2-TZVPD basis, the OMol25 dataset).

Positions of all 77 atoms, in Å:
Pd1 0.121 0.243 -0.337
O1 3.523 0.726 -3.212
S1 2.721 0.027 -2.226
O2 1.296 0.416 -2.306
O3 3.235 0.110 -0.873
C1 2.786 -1.705 -2.741
C2 3.731 -1.981 -3.722
C3 3.914 -3.266 -4.209
C4 3.143 -4.302 -3.712
C5 2.194 -4.040 -2.735
C6 2.000 -2.755 -2.242
S2 0.695 -2.604 -1.006
O4 -0.364 -1.799 -1.632
O5 0.310 -3.964 -0.701
O6 1.277 -1.872 0.127
H1 4.321 -1.159 -4.100
H2 4.659 -3.447 -4.973
H3 3.271 -5.313 -4.076
H4 1.582 -4.833 -2.331
C7 -2.361 2.171 -2.503
C8 -2.893 1.350 -1.366
C9 -4.242 1.092 -1.183
C10 -4.611 0.249 -0.127
C11 -3.673 -0.286 0.721
C12 -2.312 0.054 0.529
N1 -1.986 0.857 -0.531
N2 -1.242 -0.304 1.233
Si1 -1.119 -1.369 2.586
C13 -1.673 -3.117 2.184
C14 0.653 -1.322 3.183
C15 -2.190 -0.702 3.993
H5 -1.692 1.561 -3.113
H6 -1.775 3.007 -2.116
H7 -3.165 2.561 -3.125
H8 -4.977 1.509 -1.857
H9 -5.656 -0.001 0.014
H10 -3.952 -0.971 1.510
H11 -1.463 -3.358 1.140
H12 -2.740 -3.263 2.374
H13 -1.126 -3.839 2.797
H14 1.281 -2.011 2.619
H15 0.711 -1.567 4.247
H16 1.063 -0.317 3.045
H17 -3.230 -0.551 3.696
H18 -1.796 0.261 4.332
H19 -2.180 -1.387 4.847
C16 3.628 4.028 1.535
C17 3.203 2.665 1.001
C18 3.343 1.574 2.058
Sb1 1.183 2.614 0.245
C19 0.158 3.656 1.866
C20 -1.295 3.192 1.928
C21 0.262 5.175 1.945
C22 1.273 3.874 -1.528
C23 0.723 5.286 -1.374
C24 2.697 3.882 -2.079
H20 4.686 4.010 1.817
H21 3.060 4.288 2.431
H22 3.492 4.828 0.804
H23 3.802 2.384 0.133
H24 2.725 1.789 2.936
H25 4.382 1.513 2.397
H26 3.064 0.600 1.654
H27 0.691 3.232 2.726
H28 -1.863 3.558 1.068
H29 -1.776 3.581 2.832
H30 -1.368 2.104 1.935
H31 -0.341 5.651 1.171
H32 1.284 5.538 1.843
H33 -0.124 5.521 2.910
H34 0.643 3.320 -2.227
H35 1.278 5.859 -0.630
H36 -0.330 5.290 -1.086
H37 0.810 5.816 -2.329
H38 3.368 4.445 -1.426
H39 2.706 4.371 -3.058
H40 3.103 2.879 -2.217

Net charge ... -1
Spin multiplicity ... 3
Energy above the lowest of the compared OMol25 structures with the same formula, charge and spin ... 0.0 kJ/mol
HOMO-LUMO gap (alpha / beta) ... 7.43 / 7.08 eV
DFT total energy ... -2953.6049 hartree

For each atom in turn, the Mulliken charge in e is: Pd 0.146; O -0.777; S 1.393; O -0.580; O -0.632; C -0.613; C -0.525; C -0.577; C -0.566; C -0.486; C -0.436; S 1.427; O -0.609; O -0.740; O -0.644; H 0.524; H 0.370; H 0.374; H 0.541; C -0.817; C -0.006; C -0.889; C -0.590; C -0.984; C 1.265; N 0.989; N 0.320; Si -0.041; C -1.110; C -0.745; C -1.180; H 0.187; H -0.114; H 0.438; H 0.422; H 0.396; H 0.367; H 0.279; H 0.356; H 0.343; H 0.221; H 0.445; H -0.106; H 0.340; H 0.256; H 0.376; C -1.572; C 0.626; C -1.495; Sb 1.304; C 0.527; C -1.065; C -1.644; C 0.655; C -1.602; C -1.241; H 0.455; H 0.291; H 0.291; H 0.369; H 0.282; H 0.462; H 0.274; H 0.282; H 0.284; H 0.456; H -0.161; H 0.308; H 0.293; H 0.404; H 0.333; H 0.281; H 0.282; H 0.489; H 0.195; H 0.431; H 0.201


No. 2
# C2H7IN

The ion C2H7IN with charge +1 at a distorted geometry (the ωB97M-V functional and the def2-TZVPD basis, the OMol25 dataset).

Positions of all 11 atoms, in Å:
C1 0.073 0.324 0.663
N1 -0.370 0.294 -0.678
C2 -1.361 -0.702 -0.738
I1 -3.605 0.271 0.064
H1 -0.353 -0.519 1.078
H2 1.155 0.298 0.775
H3 -0.292 1.244 1.107
H4 0.411 0.062 -1.315
H5 -0.699 1.220 -0.950
H6 -1.662 -0.875 -1.753
H7 -1.149 -1.517 -0.188

Net charge ... +1
SMILES ... C[NH2+]CI
Energy above the lowest of the compared OMol25 structures with the same formula, charge and spin ... 143.2 kJ/mol
HOMO-LUMO gap (alpha / beta) ... 8.22 / 8.22 eV
DFT total energy ... -432.5172 hartree

For each atom in turn, the natural (NBO) charge in e is: C -0.423; N -0.536; C -0.216; I 0.099; H 0.225; H 0.249; H 0.248; H 0.448; H 0.460; H 0.237; H 0.209


No. 3
# ClH3N2O2S

A cluster of 2 separate species, ClH3N2O2S in total at a distorted geometry (the ωB97M-V functional and the def2-TZVPD basis, the OMol25 dataset).

Positions of all 9 atoms, in Å:
N1 1.782 0.437 -0.035
N2 2.418 -0.540 0.342
O1 -0.839 -0.391 -0.735
O2 -3.130 -1.029 -0.251
S1 -1.996 -0.430 0.367
Cl1 -2.235 1.687 0.635
H1 -0.304 0.363 -0.672
H2 2.493 1.316 0.123
H3 1.810 -1.412 0.227

Net charge ... 0
Energy above the lowest of the compared OMol25 structures with the same formula, charge and spin ... 53.5 kJ/mol
HOMO-LUMO gap ... 10.25 eV
DFT total energy ... -1120.0922 hartree

For each atom in turn, the natural (NBO) charge in e is: N -0.328; N -0.275; O -0.893; O -0.862; S 1.568; Cl -0.347; H 0.522; H 0.311; H 0.306


No. 4
# C29H26Cl5O4PdS3

A structure of composition C29H26Cl5O4PdS3 (the ωB97M-V functional and the def2-TZVPD basis, the OMol25 dataset).

Positions of all 68 atoms, in Å:
Pd1 -0.079 -1.192 0.803
Cl1 5.235 -5.969 1.941
C1 4.215 -4.668 1.472
C2 2.887 -4.900 1.128
Cl2 2.257 -6.499 1.170
C3 2.067 -3.842 0.746
Cl3 0.427 -4.133 0.293
C4 2.537 -2.526 0.707
O1 1.809 -1.489 0.344
C5 3.879 -2.315 1.060
Cl4 4.463 -0.690 1.020
C6 4.710 -3.363 1.429
Cl5 6.344 -3.051 1.851
O2 -0.497 -0.842 -1.144
S1 -0.093 -1.641 -2.401
C7 -1.674 -1.607 -3.275
C8 -2.410 -0.270 -3.106
C9 -3.659 -0.405 -2.226
C10 -3.414 -0.861 -0.789
S2 -2.968 0.352 0.508
O3 -1.910 -0.354 1.353
C11 -2.217 1.709 -0.371
C12 -0.853 1.948 -0.367
C13 -0.364 3.048 -1.054
C14 -1.232 3.899 -1.726
C15 -2.601 3.675 -1.687
C16 -3.101 2.585 -0.990
C17 0.876 -0.449 -3.305
C18 1.796 0.274 -2.557
C19 2.626 1.172 -3.212
C20 2.538 1.336 -4.587
C21 1.624 0.593 -5.322
C22 0.790 -0.313 -4.685
H1 -2.222 -2.432 -2.813
H2 -1.497 -1.901 -4.309
H3 -2.709 0.106 -4.084
H4 -1.736 0.475 -2.684
H5 -4.325 -1.147 -2.674
H6 -4.212 0.534 -2.246
H7 -2.602 -1.581 -0.722
H8 -4.311 -1.327 -0.380
H9 -0.183 1.284 0.160
H10 0.701 3.240 -1.066
H11 -0.842 4.753 -2.264
H12 -3.281 4.355 -2.181
H13 -4.171 2.427 -0.919
H14 1.872 0.119 -1.488
H15 3.354 1.734 -2.642
H16 3.190 2.036 -5.091
H17 1.560 0.713 -6.395
H18 0.091 -0.895 -5.271
C23 1.751 -0.861 4.838
S3 1.188 -0.135 3.312
O4 0.351 -1.311 2.766
C24 0.006 1.046 3.893
C25 0.284 2.385 3.659
C26 -0.633 3.344 4.069
C27 -1.810 2.948 4.687
C28 -2.083 1.599 4.898
C29 -1.174 0.637 4.499
H19 0.918 -1.402 5.284
H20 2.104 -0.070 5.499
H21 2.566 -1.534 4.581
H22 1.203 2.673 3.162
H23 -0.430 4.393 3.901
H24 -2.527 3.695 5.004
H25 -3.009 1.303 5.372
H26 -1.386 -0.417 4.625

Net charge ... +1
Energy above the lowest of the compared OMol25 structures with the same formula, charge and spin ... 2.3 kJ/mol
HOMO-LUMO gap ... 7.42 eV
DFT total energy ... -5044.7842 hartree

For each atom in turn, the natural (NBO) charge in e is: Pd 1.070; Cl 0.070; C -0.116; C -0.063; Cl 0.071; C -0.148; Cl 0.024; C 0.364; O -0.755; C -0.151; Cl 0.035; C -0.056; Cl 0.072; O -0.991; S 1.283; C -0.595; C -0.422; C -0.413; C -0.592; S 1.271; O -0.960; C -0.196; C -0.219; C -0.193; C -0.186; C -0.201; C -0.243; C -0.190; C -0.225; C -0.196; C -0.183; C -0.183; C -0.242; H 0.242; H 0.252; H 0.235; H 0.237; H 0.227; H 0.230; H 0.250; H 0.246; H 0.228; H 0.226; H 0.230; H 0.232; H 0.226; H 0.260; H 0.229; H 0.230; H 0.229; H 0.220; C -0.803; S 1.261; O -0.930; C -0.210; C -0.223; C -0.205; C -0.177; C -0.189; C -0.215; H 0.253; H 0.253; H 0.259; H 0.230; H 0.230; H 0.229; H 0.229; H 0.240


No. 5
# C21H46N3O7

A cluster of 3 separate species, C21H46N3O7 in total at a distorted geometry (the ωB97M-V functional and the def2-TZVPD basis, the OMol25 dataset).

Positions of all 77 atoms, in Å:
N1 0.480 4.754 3.892
C1 1.094 3.847 3.255
C2 1.351 2.466 3.813
C3 1.586 1.344 2.816
C4 1.749 0.026 3.655
N2 0.903 -0.982 3.017
C5 0.157 -0.496 2.098
C6 0.470 0.906 1.801
C7 -0.717 1.771 1.373
C8 -1.715 2.137 2.465
O1 -2.036 3.508 2.270
C9 -2.971 1.286 2.357
N3 -2.642 -0.118 2.722
H1 0.183 4.425 4.811
H2 1.456 4.112 2.264
H3 0.559 2.223 4.517
H4 2.267 2.539 4.406
H5 2.510 1.448 2.257
H6 2.750 -0.291 3.927
H7 1.276 0.198 4.627
H8 0.895 -1.952 3.298
H9 -0.571 -1.060 1.536
H10 1.024 0.797 0.854
H11 -1.255 1.158 0.647
H12 -0.378 2.652 0.840
H13 -1.318 1.980 3.471
H14 -2.429 3.869 3.064
H15 -3.403 1.349 1.362
H16 -3.709 1.702 3.045
H17 -3.150 -0.734 2.097
H18 -3.038 -0.317 3.630
C10 -1.605 -0.593 -2.268
O2 -2.612 -1.571 -2.235
C11 -2.617 -2.243 -0.992
C12 -3.896 -3.022 -0.784
O3 -4.970 -2.219 -0.323
C13 -5.632 -1.428 -1.306
C14 -6.581 -2.218 -2.176
O4 -5.863 -2.888 -3.196
C15 -6.657 -3.854 -3.852
H19 -0.618 -1.040 -2.083
H20 -1.600 -0.123 -3.248
H21 -1.809 0.170 -1.503
H22 -2.516 -1.512 -0.173
H23 -1.760 -2.933 -0.963
H24 -3.717 -3.744 0.015
H25 -4.165 -3.575 -1.686
H26 -4.915 -0.879 -1.919
H27 -6.220 -0.703 -0.740
H28 -7.304 -1.530 -2.637
H29 -7.125 -2.941 -1.557
H30 -6.975 -4.639 -3.157
H31 -6.049 -4.301 -4.636
H32 -7.541 -3.395 -4.308
C16 7.373 0.329 -3.866
O5 6.504 0.478 -2.762
C17 6.038 1.808 -2.632
C18 4.894 1.863 -1.648
O6 3.642 1.482 -2.208
C19 3.433 0.094 -2.399
C20 3.057 -0.637 -1.130
O7 4.201 -0.936 -0.350
C21 3.858 -1.313 0.952
H33 8.244 0.986 -3.774
H34 7.710 -0.704 -3.882
H35 6.853 0.547 -4.806
H36 5.700 2.190 -3.602
H37 6.858 2.443 -2.267
H38 4.763 2.902 -1.341
H39 5.125 1.273 -0.758
H40 4.292 -0.380 -2.877
H41 2.584 0.025 -3.082
H42 2.550 -1.578 -1.387
H43 2.366 -0.005 -0.551
H44 3.362 -0.480 1.473
H45 4.770 -1.565 1.488
H46 3.193 -2.189 0.950

Net charge ... +1
HOMO-LUMO gap ... 7.88 eV
DFT total energy ... -1518.3065 hartree

For each atom in turn, the Mulliken charge in e is: N -0.675; C -0.416; C -1.125; C 0.454; C -1.357; N 0.136; C -0.687; C 1.353; C -0.780; C 0.438; O -0.592; C -1.144; N -0.389; H 0.262; H 0.524; H 0.619; H 0.414; H 0.661; H 0.396; H 0.562; H 0.305; H 0.696; H -1.019; H -0.237; H 0.791; H 0.088; H 0.417; H 0.391; H 0.455; H 0.095; H 0.264; C -0.578; O -0.350; C 0.198; C -0.713; O -0.460; C -0.350; C -0.671; O -0.259; C -0.774; H 0.226; H 0.341; H 0.147; H -0.300; H 0.528; H 0.444; H 0.259; H 0.230; H 0.385; H 0.457; H 0.342; H 0.319; H 0.239; H 0.313; C -0.772; O -0.250; C -0.651; C -0.353; O -0.465; C -0.719; C 0.470; O -0.377; C -0.304; H 0.315; H 0.232; H 0.321; H 0.340; H 0.457; H 0.383; H 0.204; H 0.282; H 0.473; H 0.528; H -0.450; H -0.214; H 0.378; H 0.298


No. 6
# C18H16N3O8P

A cluster of 3 separate species, C18H16N3O8P in total at a distorted geometry (the ωB97M-V functional and the def2-TZVPD basis, the OMol25 dataset).

Positions of all 46 atoms, in Å:
N1 3.524 4.571 -1.410
P1 2.136 4.420 -0.724
O1 1.596 5.698 0.089
O2 0.974 4.058 -1.736
C1 2.017 3.123 0.528
C2 0.836 2.973 1.128
C3 0.651 1.976 2.194
O3 -0.394 1.917 2.830
C4 1.738 1.044 2.472
C5 2.917 1.167 1.881
C6 3.166 2.239 0.894
O4 4.275 2.351 0.406
H1 3.889 5.501 -1.250
H2 2.207 6.421 -0.066
H3 1.222 4.414 -2.592
H4 -0.002 3.576 0.833
H5 1.518 0.256 3.165
H6 3.721 0.493 2.082
O5 -3.083 -4.017 3.899
N2 -3.210 -4.046 2.695
O6 -3.571 -5.016 2.063
C7 -2.902 -2.819 1.945
C8 -2.453 -1.706 2.631
C9 -2.145 -0.558 1.918
C10 -2.292 -0.542 0.537
C11 -2.750 -1.667 -0.134
C12 -3.059 -2.818 0.572
H7 -2.340 -1.728 3.705
H8 -1.776 0.321 2.431
H9 -2.044 0.354 -0.019
H10 -2.865 -1.650 -1.210
H11 -3.414 -3.697 0.057
O7 1.546 0.575 -1.102
N3 1.402 -0.600 -0.829
O8 1.869 -1.131 0.155
C13 0.599 -1.422 -1.740
C14 0.078 -0.843 -2.882
C15 -0.670 -1.625 -3.745
C16 -0.890 -2.966 -3.456
C17 -0.365 -3.527 -2.299
C18 0.387 -2.753 -1.432
H12 0.252 0.201 -3.100
H13 -1.081 -1.190 -4.645
H14 -1.471 -3.575 -4.134
H15 -0.539 -4.569 -2.074
H16 0.799 -3.183 -0.532

Net charge ... 0
SMILES ... N=P(O)(O)C1=CC(=O)C=CC1=O.O=[N+]([O-])c1ccccc1.O=[N+]([O-])c1ccccc1
HOMO-LUMO gap ... 7.64 eV
DFT total energy ... -1802.8973 hartree

For each atom in turn, the natural (NBO) charge in e is: N -1.317; P 2.215; O -0.979; O -0.981; C -0.433; C -0.176; C 0.475; O -0.520; C -0.237; C -0.187; C 0.488; O -0.449; H 0.367; H 0.508; H 0.520; H 0.236; H 0.232; H 0.236; O -0.373; N 0.521; O -0.380; C 0.083; C -0.211; C -0.213; C -0.193; C -0.204; C -0.224; H 0.249; H 0.253; H 0.219; H 0.220; H 0.246; O -0.388; N 0.522; O -0.375; C 0.082; C -0.210; C -0.212; C -0.179; C -0.208; C -0.202; H 0.252; H 0.225; H 0.223; H 0.228; H 0.253